(1)
DFT (ωB97M-V with the def2-TZVPD basis set) results for C12H25LuN2OS3Si as an isolated structure at a distorted geometry.

Charge = +2

XYZ file:
```
45
Properties=species:S:1:pos:R:3:mulliken_charge:R:1
Lu 0.366 0.339 0.743 1.61
C 4.275 1.496 1.266 -0.65
C 4.428 0.899 -0.123 -0.69
S 2.898 0.189 -0.864 -0.03
C 2.530 1.343 -2.241 -0.90
C 2.157 2.750 -1.820 -0.42
S 0.651 2.783 -0.763 -0.07
C 1.117 3.885 0.624 -0.75
C 1.961 3.241 1.714 -0.23
S 3.756 3.253 1.283 -0.06
H 5.264 1.541 1.726 0.40
H 3.622 0.893 1.910 0.30
H 5.129 0.063 -0.078 0.50
H 4.814 1.638 -0.823 0.43
H 1.718 0.851 -2.783 0.40
H 3.409 1.361 -2.888 0.48
H 1.922 3.326 -2.717 0.47
H 2.963 3.235 -1.270 0.26
H 0.161 4.210 1.040 0.43
H 1.636 4.751 0.213 0.48
H 1.629 2.192 1.950 -0.13
H 1.864 3.840 2.626 0.46
N -3.442 2.387 -0.316 -0.31
C -2.919 1.198 -0.008 0.66
N -3.732 0.146 0.081 -0.36
O -1.674 1.078 0.207 -0.74
H -4.427 2.512 -0.486 0.20
H -2.856 3.205 -0.362 0.20
H -4.720 0.219 -0.099 0.19
H -3.366 -0.767 0.318 0.22
C -1.770 -5.323 -0.250 -0.96
Si 0.016 -4.965 0.293 0.14
C 0.485 -5.759 1.956 -0.96
C 1.269 -5.147 -1.127 -0.96
C 0.039 -3.098 0.661 0.02
C 0.141 -1.918 0.927 -0.51
H -1.917 -6.384 -0.427 0.33
H -2.019 -4.801 -1.170 0.31
H -2.485 -5.018 0.509 0.32
H 0.470 -6.843 1.881 0.33
H -0.218 -5.475 2.736 0.32
H 1.478 -5.465 2.287 0.32
H 1.392 -6.191 -1.398 0.33
H 2.248 -4.757 -0.866 0.31
H 0.935 -4.616 -2.015 0.30
```



(2)
DFT (ωB97M-V with the def2-TZVPD basis set) results for an isolated ion of composition C16H18Cl2FINO4 and charge +1 at a distorted geometry.

SMILES string = CC[C@H](I)OC(=O)c1c(CC(=O)F)c[n+](CCCCl)cc1CC(=O)Cl
Charge = +1

XYZ file:
```
43
Properties=species:S:1:pos:R:3:mulliken_charge:R:1
C -0.031 0.659 4.297 -1.10
C -0.206 -0.883 4.320 -0.45
C 0.486 -1.660 3.164 -0.56
I 2.130 -0.531 2.236 0.09
O -0.412 -2.234 2.208 -0.33
C -1.286 -1.355 1.601 -0.09
O -2.376 -1.202 2.068 -0.49
C -0.873 -0.656 0.299 0.96
C 0.065 -1.254 -0.582 0.23
C 0.728 -2.609 -0.360 -0.99
C -0.244 -3.715 -0.807 0.51
O -0.201 -4.146 -1.916 -0.47
F -1.127 -4.173 0.095 -0.20
C 0.396 -0.592 -1.745 0.09
N -0.107 0.602 -2.063 0.17
C 0.317 1.288 -3.308 -0.69
C 1.815 1.087 -3.629 -0.65
C 2.288 1.958 -4.823 -0.51
Cl 3.782 2.857 -4.358 -0.17
C -0.997 1.178 -1.254 -0.20
C -1.420 0.579 -0.083 -0.01
C -2.478 1.341 0.710 -1.30
C -1.903 2.373 1.712 0.59
O -2.269 2.352 2.840 -0.38
Cl -0.721 3.566 1.115 -0.14
H -0.211 1.040 3.287 0.15
H 0.984 0.937 4.609 0.39
H -0.724 1.081 5.036 0.38
H 0.284 -1.220 5.250 0.37
H -1.259 -1.179 4.432 0.36
H 0.998 -2.513 3.622 0.68
H 1.095 -2.762 0.657 0.30
H 1.612 -2.642 -1.011 0.49
H 1.097 -1.082 -2.418 0.44
H -0.292 0.981 -4.169 0.24
H 0.172 2.371 -3.179 0.46
H 2.045 0.044 -3.907 0.28
H 2.400 1.283 -2.718 0.44
H 2.560 1.353 -5.692 0.35
H 1.510 2.665 -5.141 0.32
H -1.368 2.150 -1.578 0.48
H -3.219 0.716 1.212 0.45
H -3.037 1.947 -0.029 0.50
```



(3)
DFT (ωB97M-V with the def2-TZVPD basis set) results for C4H9Br2N2 as an isolated structure at a distorted geometry.

ΔE to the lowest compared entry with this formula, charge and spin = 2.1758 eV
Charge = +1

XYZ file:
```
17
Properties=species:S:1:pos:R:3:mulliken_charge:R:1
C 0.346 1.288 -0.541 0.62
C 0.330 0.861 -2.039 -1.24
C -1.166 -1.806 0.737 -0.93
C 0.880 0.076 1.594 -0.01
N -0.308 2.204 -0.038 -0.53
N 0.909 0.231 0.300 -0.04
Br 0.514 1.513 2.840 0.12
Br 1.788 -1.361 2.471 0.14
H 1.378 0.815 -2.387 0.35
H -0.323 1.436 -2.595 0.44
H -0.039 -0.196 -2.029 0.33
H -0.879 -1.309 1.689 0.20
H -1.856 -2.740 0.605 0.34
H -0.319 -2.094 0.145 0.24
H -0.742 2.720 -0.774 0.26
H -1.923 -1.114 0.305 0.29
H 1.410 -0.525 -0.284 0.40
```



(4)
DFT (ωB97M-V with the def2-TZVPD basis set) results for an isolated ion of composition C9H22NS and charge +1.

SMILES string = CCCCCCCCC[NH2+]S
ΔE to the lowest compared entry with this formula, charge and spin = 0.0000 eV
Charge = +1

XYZ file:
```
33
Properties=species:S:1:pos:R:3:mulliken_charge:R:1
C 3.714 -0.132 0.744 -1.53
C 2.265 0.016 0.295 0.19
C 1.900 1.462 -0.044 -0.76
C 0.604 1.685 -0.843 -0.62
C -0.591 2.173 -0.021 -0.99
C -1.210 1.222 1.023 -0.50
C -2.491 0.487 0.559 -0.92
C -2.422 -1.023 0.225 -0.52
C -1.024 -1.518 -0.088 -0.16
N -1.062 -2.881 -0.750 -0.16
S -1.642 -2.932 -2.447 0.01
H 3.950 -1.160 1.019 0.39
H 4.397 0.170 -0.052 0.37
H 3.917 0.499 1.612 0.34
H 1.613 -0.361 1.091 0.08
H 2.097 -0.612 -0.591 0.22
H 1.841 2.039 0.885 0.34
H 2.736 1.888 -0.603 0.49
H 0.355 0.781 -1.417 0.23
H 0.792 2.444 -1.605 0.31
H -0.267 3.083 0.489 0.37
H -1.384 2.491 -0.705 0.45
H -0.452 0.523 1.393 0.21
H -1.483 1.814 1.895 0.45
H -2.887 1.009 -0.314 0.42
H -3.252 0.597 1.331 0.34
H -2.813 -1.609 1.062 0.42
H -3.075 -1.230 -0.626 0.33
H -0.474 -0.865 -0.763 -0.20
H -0.419 -1.657 0.807 0.29
H -0.128 -3.294 -0.727 0.42
H -1.683 -3.488 -0.209 0.44
H -1.419 -1.622 -2.624 0.21
```



no.,E (Eh)
1,-3376.09019
2,-2293.90522
3,-5415.00507
4,-808.77305